(1)
DFT (the ωB97M-V functional and the def2-TZVPD basis) results for a molecular structure, C38H43Br2F4N8OPS2Yb in a non-equilibrium geometry.

Geometry as XYZ:
```
100
Properties=species:S:1:pos:R:3:mulliken_spin:R:1
Yb 12.834 12.526 13.678 1.005
N 11.934 12.887 15.943 -0.001
C 10.599 13.429 15.849 -0.001
C 10.505 14.568 14.765 0.000
N 10.816 14.150 13.352 -0.003
C 9.668 13.469 12.642 0.001
C 9.735 11.974 12.960 -0.001
N 10.949 11.262 12.518 0.001
H 11.962 12.160 16.701 0.000
H 12.538 13.611 16.278 0.000
H 10.288 13.981 16.740 0.000
H 9.812 12.661 15.670 0.000
H 11.262 15.321 15.051 0.000
H 9.474 15.003 14.796 0.000
H 10.934 15.035 12.832 0.000
H 9.854 13.597 11.564 0.000
H 8.687 13.904 12.915 0.000
H 8.872 11.518 12.483 0.000
H 9.585 11.788 14.045 0.000
H 11.054 11.267 11.512 -0.001
H 10.893 10.276 12.815 0.000
F 16.078 12.316 5.931 0.000
C 15.032 11.734 6.612 0.000
C 14.868 10.369 6.499 0.000
F 15.511 9.668 5.494 0.000
C 13.822 9.824 7.231 0.000
F 13.337 8.593 6.883 0.000
C 13.203 10.511 8.306 0.000
P 12.097 9.782 9.532 0.000
C 12.858 8.200 9.916 0.000
C 14.236 8.044 9.712 0.000
C 14.840 6.823 9.891 0.000
C 14.138 5.730 10.401 0.000
C 12.811 5.904 10.717 0.000
C 12.179 7.138 10.510 0.000
C 10.643 9.346 8.494 0.000
C 9.484 10.131 8.390 0.000
C 8.361 9.677 7.716 0.000
C 8.379 8.437 7.032 0.000
C 9.544 7.678 7.112 0.000
C 10.732 8.174 7.744 0.000
C 13.392 11.896 8.416 0.000
Br 12.363 12.988 9.669 0.000
C 14.295 12.494 7.550 0.000
F 14.605 13.826 7.604 0.000
H 14.794 8.914 9.380 0.000
H 15.909 6.735 9.656 0.000
H 14.690 4.813 10.661 0.000
H 12.207 5.064 11.091 0.000
H 11.134 7.186 10.702 0.000
H 9.495 11.116 8.833 0.000
H 7.505 10.330 7.685 0.000
H 7.502 8.101 6.515 0.000
H 9.558 6.692 6.704 0.000
H 11.660 7.636 7.615 0.000
C 17.615 10.830 11.646 0.000
C 16.729 10.063 12.553 0.000
N 17.090 9.160 13.429 0.000
N 16.005 8.976 14.201 0.000
C 14.958 9.747 13.831 -0.001
S 13.424 9.845 14.521 -0.001
N 15.433 10.400 12.751 0.000
N 14.648 11.375 12.039 -0.001
H 17.879 10.176 10.776 0.000
H 18.598 10.963 12.152 0.000
H 17.281 11.809 11.382 0.000
H 16.014 8.271 15.016 0.000
H 15.276 12.016 11.482 0.000
H 14.061 10.867 11.385 0.000
Br 5.865 9.219 15.465 0.000
C 7.517 8.494 14.975 0.000
C 8.344 7.819 15.908 0.000
C 9.574 7.345 15.456 0.000
C 9.976 7.570 14.141 0.000
N 9.192 8.251 13.298 0.000
C 7.978 8.687 13.686 0.000
H 8.018 7.575 16.915 0.000
H 10.229 6.771 16.157 0.000
H 10.928 7.240 13.714 0.000
H 7.385 9.149 12.943 0.000
C 18.857 16.250 10.056 0.000
C 18.046 15.648 11.166 0.000
C 16.628 15.439 11.033 0.000
C 15.905 15.097 12.182 0.000
C 16.568 14.813 13.397 0.000
C 17.974 14.984 13.507 0.000
C 18.668 15.403 12.399 0.000
S 15.598 14.339 14.772 0.000
C 15.556 15.962 15.548 0.000
O 14.180 14.246 14.184 0.002
H 19.291 17.262 10.243 0.000
H 18.208 16.402 9.200 0.000
H 19.699 15.616 9.789 0.000
H 16.040 15.607 10.139 0.000
H 14.823 14.986 12.092 0.000
H 18.444 14.880 14.485 0.000
H 19.738 15.655 12.490 0.000
H 16.440 16.142 16.202 0.000
H 14.622 16.035 16.103 0.000
H 15.554 16.774 14.775 0.000
```

- total charge = +3
- multiplicity = 2
- energy above the lowest of the compared OMol25 structures with the same formula, charge and spin (kJ/mol) = 305.78
- LUMO (spin up / spin down) (eV) = -7.86 / -9.70
- HOMO (spin up / spin down) (eV) = -14.70 / -14.70


(2)
DFT (the ωB97M-V functional and the def2-TZVPD basis) results for a molecular structure, C38H43Br2F4N8OPS2Yb in a non-equilibrium geometry.

Geometry as XYZ:
```
100
Properties=species:S:1:pos:R:3:mulliken_spin:R:1
Yb -22.590 -10.392 2.732 0.000
N -22.102 -10.289 5.438 0.000
C -23.201 -9.519 6.096 0.000
C -23.734 -8.363 5.241 0.000
N -24.378 -8.901 4.026 0.000
C -24.955 -7.863 3.159 0.000
C -23.933 -7.038 2.478 0.000
N -22.833 -7.866 1.839 -0.001
H -22.051 -11.197 5.934 0.000
H -21.200 -9.865 5.604 0.000
H -22.967 -8.985 7.015 0.000
H -23.961 -10.230 6.292 0.000
H -22.947 -7.674 5.032 0.000
H -24.466 -7.702 5.793 0.000
H -25.195 -9.518 4.352 0.000
H -25.551 -7.169 3.785 0.000
H -25.647 -8.334 2.442 0.000
H -23.542 -6.386 3.214 0.000
H -24.572 -6.430 1.769 0.000
H -21.942 -7.334 1.786 0.000
H -23.099 -8.125 0.845 0.000
F -17.075 -1.462 -1.740 0.000
C -17.587 -1.853 -0.537 -0.004
C -17.243 -1.185 0.686 0.008
F -16.473 -0.099 0.767 0.001
C -17.757 -1.744 1.866 0.007
F -17.415 -1.079 3.042 0.003
C -18.510 -2.949 1.925 0.066
P -19.512 -3.528 3.310 0.419
C -18.112 -3.789 4.449 0.119
C -16.957 -4.414 3.977 0.044
C -15.888 -4.595 4.836 -0.019
C -16.031 -4.341 6.250 0.155
C -17.240 -3.894 6.736 -0.022
C -18.220 -3.538 5.816 0.072
C -20.408 -2.126 3.823 0.053
C -21.705 -1.964 3.282 0.013
C -22.410 -0.789 3.385 0.005
C -21.923 0.225 4.201 0.018
C -20.746 0.100 4.867 -0.007
C -19.938 -1.003 4.623 0.040
C -18.820 -3.554 0.706 -0.028
Br -19.826 -5.104 0.569 0.043
C -18.371 -2.991 -0.489 0.008
F -18.738 -3.631 -1.664 0.000
H -16.791 -4.546 2.928 0.002
H -14.939 -4.770 4.362 -0.001
H -15.261 -4.651 6.922 0.004
H -17.353 -3.613 7.776 0.002
H -19.081 -2.943 6.182 -0.002
H -22.127 -2.672 2.552 0.001
H -23.279 -0.594 2.737 0.000
H -22.535 1.120 4.339 0.000
H -20.529 0.854 5.628 0.002
H -18.900 -1.028 4.980 -0.001
C -18.309 -14.485 3.009 0.000
C -18.388 -13.030 3.079 0.000
N -17.310 -12.264 3.209 0.000
N -17.802 -10.986 3.262 0.000
C -19.126 -10.912 2.927 0.000
S -19.834 -9.438 2.539 -0.001
N -19.523 -12.217 2.938 0.000
N -20.893 -12.574 2.884 0.000
H -17.299 -14.892 2.915 0.000
H -18.992 -14.908 2.251 0.000
H -18.621 -14.833 3.993 0.000
H -17.215 -10.207 3.299 0.000
H -21.078 -13.225 2.096 0.000
H -21.082 -13.071 3.770 0.000
Br -19.932 -13.371 -1.367 0.000
C -21.588 -12.513 -0.790 0.000
C -22.776 -13.092 -1.223 0.000
C -23.976 -12.431 -1.022 0.000
C -23.969 -11.302 -0.231 0.000
N -22.793 -10.869 0.337 0.000
C -21.595 -11.303 -0.134 0.000
H -22.750 -13.966 -1.825 0.000
H -24.897 -12.841 -1.454 0.000
H -24.879 -10.716 0.020 0.000
H -20.735 -10.645 0.069 0.000
C -24.803 -18.163 5.709 0.000
C -24.914 -16.866 4.887 0.000
C -23.988 -15.794 5.137 0.000
C -24.151 -14.619 4.482 0.000
C -25.160 -14.501 3.545 0.000
C -25.999 -15.563 3.201 0.000
C -25.941 -16.713 3.917 0.000
S -25.276 -12.837 2.696 0.000
C -26.568 -12.160 3.818 0.000
O -24.026 -12.008 3.179 0.000
H -25.739 -18.270 6.302 0.000
H -24.000 -18.113 6.549 0.000
H -24.693 -19.067 5.091 0.000
H -23.270 -15.974 5.899 0.000
H -23.510 -13.724 4.668 0.000
H -26.674 -15.434 2.346 0.000
H -26.639 -17.528 3.776 0.000
H -26.107 -12.091 4.842 0.000
H -27.483 -12.821 3.751 0.000
H -26.833 -11.167 3.442 0.000
```

- total charge = +3
- multiplicity = 2
- energy above the lowest of the compared OMol25 structures with the same formula, charge and spin (kJ/mol) = 397.82
- LUMO (spin up / spin down) (eV) = -6.51 / -10.22
- HOMO (spin up / spin down) (eV) = -13.47 / -13.47


(3)
DFT (the ωB97M-V functional and the def2-TZVPD basis) results for a molecular structure, C38H43Cl4N3O2PRuSi in a non-equilibrium geometry.

Geometry as XYZ:
```
93
Properties=species:S:1:pos:R:3:mulliken_spin:R:1
Ru 0.545 -0.101 0.367 3.084
N -2.101 2.078 1.046 0.029
C -3.489 1.845 1.512 0.020
C -4.320 1.298 0.344 -0.004
C -3.846 -0.083 -0.136 0.021
N -2.547 0.007 -0.829 0.057
C -3.777 -1.049 1.054 -0.015
C -2.998 -0.548 2.276 0.019
N -1.540 -0.572 2.053 0.041
C -3.468 0.852 2.673 0.002
H -2.024 2.706 0.255 0.012
H -1.720 1.180 0.711 -0.050
H -1.385 2.365 1.742 0.019
H -3.893 2.796 1.856 0.001
H -4.318 2.011 -0.488 0.003
H -5.352 1.193 0.682 0.000
H -4.613 -0.470 -0.815 0.000
H -2.575 0.722 -1.549 -0.005
H -2.325 -0.862 -1.300 0.015
H -3.359 -2.005 0.724 0.001
H -4.804 -1.243 1.374 0.000
H -3.247 -1.209 3.111 0.002
H -1.227 -1.538 2.028 -0.003
H -1.076 -0.153 2.858 -0.001
H -2.839 1.241 3.482 -0.001
H -4.483 0.773 3.067 -0.001
Cl 2.112 0.451 7.262 0.000
C 1.523 0.824 5.679 -0.004
C 0.756 1.956 5.476 0.010
Cl 0.311 2.979 6.798 0.001
C 0.327 2.255 4.176 0.007
Cl -0.656 3.668 3.874 0.000
C 0.674 1.471 3.077 0.001
O 0.317 1.745 1.841 0.074
C 1.380 0.248 3.301 -0.017
O 1.567 -0.555 2.293 0.144
C 1.819 -0.021 4.599 0.018
Cl 2.727 -1.477 4.841 0.001
C -0.906 -5.384 -4.201 0.004
C -1.161 -4.059 -4.524 0.005
C -0.698 -3.045 -3.696 0.024
C 0.028 -3.340 -2.543 0.066
C 0.280 -4.675 -2.228 0.006
C -0.181 -5.689 -3.056 0.002
P 0.617 -1.920 -1.520 0.050
C 0.809 -2.793 0.097 -0.024
C 2.022 -2.907 0.769 0.026
C 2.080 -3.540 2.003 -0.010
C 0.935 -4.065 2.575 0.030
C -0.284 -3.972 1.907 -0.010
C -0.345 -3.337 0.678 0.073
C 2.332 -1.719 -2.107 0.051
C 2.965 -2.594 -2.952 0.017
C 4.309 -2.376 -3.327 -0.013
C 4.990 -1.291 -2.856 0.016
C 4.365 -0.360 -1.993 0.003
C 5.053 0.768 -1.486 0.036
C 4.425 1.629 -0.634 -0.027
C 3.079 1.408 -0.253 -0.068
C 2.356 0.331 -0.718 0.153
C 3.014 -0.572 -1.604 0.026
H -1.269 -6.180 -4.840 0.000
H -1.724 -3.817 -5.418 0.000
H -0.886 -2.007 -3.956 0.004
H 0.848 -4.919 -1.338 0.001
H 0.036 -6.722 -2.811 0.000
H 2.920 -2.484 0.340 -0.011
H 3.020 -3.591 2.534 0.000
H 0.986 -4.543 3.546 0.002
H -1.181 -4.392 2.347 0.000
H -1.285 -3.292 0.135 0.013
H 2.446 -3.459 -3.345 0.004
H 4.796 -3.082 -3.988 -0.001
H 6.028 -1.133 -3.133 0.001
H 6.083 0.932 -1.782 0.002
H 4.957 2.485 -0.238 0.000
H 2.625 2.110 0.442 0.005
C 1.331 5.207 -2.239 0.054
Si -0.295 4.430 -1.740 -0.037
C -0.911 5.235 -0.156 0.017
C -1.571 4.657 -3.095 0.008
C -0.061 2.613 -1.432 0.578
H 1.200 6.268 -2.468 0.006
H 1.751 4.709 -3.116 -0.001
H 2.056 5.113 -1.425 -0.002
H -0.722 6.312 -0.177 0.000
H -0.394 4.828 0.721 -0.003
H -1.990 5.101 -0.014 0.001
H -1.636 5.703 -3.406 0.001
H -2.567 4.348 -2.764 0.004
H -1.313 4.064 -3.978 -0.002
H 0.558 2.304 -0.582 0.385
H 0.007 1.925 -2.274 0.050
```

- total charge = 0
- multiplicity = 6
- energy above the lowest of the compared OMol25 structures with the same formula, charge and spin (kJ/mol) = 0.00
- LUMO (spin up / spin down) (eV) = -0.05 / -1.07
- HOMO (spin up / spin down) (eV) = -6.24 / -6.63


(4)
DFT (the ωB97M-V functional and the def2-TZVPD basis) results for a molecular structure, C38H43CuN5O2S4.

Geometry as XYZ:
```
93
Properties=species:S:1:pos:R:3:mulliken_spin:R:1
Cu 0.291 0.184 0.306 0.021
C -0.263 0.789 4.742 0.010
C -1.394 0.582 3.734 -0.007
C -2.516 -0.260 4.354 -0.001
C -1.949 1.883 3.182 0.003
C -2.203 2.938 4.052 -0.001
C -2.717 4.139 3.594 -0.001
C -2.981 4.274 2.241 0.001
C -2.757 3.236 1.338 -0.006
C -3.072 3.515 -0.125 0.001
C -4.162 2.621 -0.722 0.000
C -1.814 3.485 -0.994 -0.001
C -2.233 2.019 1.811 0.007
N -1.890 0.964 0.942 -0.006
C -2.777 -0.005 0.846 0.000
O -3.948 -0.076 1.281 0.000
C -2.276 -1.243 0.102 0.005
C -3.131 -2.286 -0.223 0.000
C -2.596 -3.419 -0.818 0.000
C -1.231 -3.494 -1.061 0.000
C -0.443 -2.412 -0.706 0.002
N -0.973 -1.321 -0.152 0.010
C 1.075 -2.453 -0.876 -0.011
O 1.531 -3.459 -1.462 0.000
N 1.710 -1.441 -0.313 0.017
C 3.107 -1.593 -0.205 0.032
C 3.650 -2.508 0.710 0.008
C 5.030 -2.630 0.812 -0.005
C 5.881 -1.859 0.034 0.009
C 5.338 -0.938 -0.849 -0.013
C 3.961 -0.786 -0.967 0.015
C 3.353 0.199 -1.938 -0.016
C 4.234 1.413 -2.217 -0.007
C 2.959 -0.519 -3.233 0.001
C 2.756 -3.355 1.595 -0.007
C 2.832 -4.836 1.217 0.001
C 3.066 -3.153 3.080 -0.001
H 0.179 -0.175 5.008 0.001
H -0.627 1.246 5.667 0.000
H 0.526 1.425 4.338 -0.003
H -0.987 0.025 2.887 0.001
H -2.935 0.258 5.223 0.000
H -2.129 -1.227 4.690 0.000
H -3.316 -0.429 3.634 0.000
H -1.979 2.821 5.106 0.000
H -2.891 4.963 4.276 0.000
H -3.371 5.214 1.862 0.000
H -3.467 4.537 -0.135 0.000
H -3.799 1.609 -0.886 0.000
H -4.475 3.030 -1.690 0.000
H -5.032 2.551 -0.069 0.000
H -1.346 2.504 -0.925 0.002
H -1.079 4.222 -0.664 0.001
H -2.070 3.676 -2.043 0.000
H -4.181 -2.179 0.013 0.000
H -3.240 -4.252 -1.077 0.000
H -0.752 -4.354 -1.507 0.000
H 5.450 -3.339 1.519 0.000
H 6.956 -1.960 0.131 0.001
H 5.996 -0.306 -1.436 0.001
H 2.429 0.542 -1.475 -0.003
H 5.065 1.157 -2.885 -0.001
H 4.637 1.840 -1.296 0.012
H 3.650 2.195 -2.712 0.000
H 3.849 -0.935 -3.718 0.000
H 2.478 0.171 -3.936 0.000
H 2.271 -1.340 -3.027 0.000
H 1.733 -3.014 1.428 -0.002
H 3.852 -5.211 1.347 0.000
H 2.542 -4.975 0.174 0.000
H 2.171 -5.432 1.854 0.000
H 4.065 -3.521 3.335 0.000
H 2.345 -3.697 3.698 0.000
H 3.023 -2.097 3.351 0.002
S 3.322 1.027 2.199 0.308
S 4.683 2.337 1.688 0.326
S 1.772 3.332 0.426 0.130
S 1.473 1.723 1.547 0.149
N 0.304 2.404 -3.902 -0.001
C 0.482 2.028 -2.597 0.005
N -0.030 0.868 -2.324 0.007
C -0.598 0.434 -3.514 0.000
C -1.288 -0.742 -3.799 0.000
C -1.749 -0.925 -5.090 0.000
C -1.535 0.038 -6.090 0.000
C -0.853 1.212 -5.823 0.000
C -0.395 1.385 -4.521 0.000
H 0.627 3.260 -4.314 0.000
H 1.000 2.646 -1.871 0.007
H -1.449 -1.489 -3.030 0.000
H -2.285 -1.833 -5.338 0.000
H -1.909 -0.142 -7.091 0.000
H -0.686 1.956 -6.592 0.000
```

- total charge = -2
- multiplicity = 2
- LUMO (spin up / spin down) (eV) = 4.22 / 4.04
- HOMO (spin up / spin down) (eV) = -1.29 / -1.42